# 1
ORCA calculation (wB97M-V/def2-TZVPD) on a single C25H18ClNO4 molecule.

The calculation puts the electronic energy at -48420.344 eV. Its HOMO energy is -8.17 eV. Its total charge is 0. Its frontier orbital gap is 7.8 eV.

Cartesian coordinates (Å):
C  -3.9762  -3.0287  0.8166
C  -2.8593  -2.0793  1.1215
C  -3.1074  -0.7414  1.4034
C  -2.0750  0.1313  1.6817
C  -0.7533  -0.3123  1.6976
C  -0.5074  -1.6628  1.4406
C  -1.5421  -2.5265  1.1471
H  -1.3290  -3.5649  0.9365
H  0.5102  -2.0286  1.4512
C  0.3778  0.5804  1.8930
C  0.3613  1.8860  1.6176
C  1.5144  2.7979  1.7154
O  1.4111  3.9224  2.1677
N  2.7467  2.3653  1.2964
C  3.2010  1.2036  0.6615
C  4.4683  0.7253  0.9862
C  5.0045  -0.4015  0.3970
C  4.2782  -1.1151  -0.5518
C  2.9950  -0.6463  -0.9154
C  2.4812  0.5211  -0.3319
O  1.2735  1.0144  -0.6963
C  0.4821  0.3180  -1.5193
C  0.8778  -0.8280  -2.1229
C  2.1918  -1.3785  -1.8938
O  2.6003  -2.4007  -2.4545
H  0.2262  -1.3485  -2.8039
C  -0.8690  0.8811  -1.6632
C  -1.9582  0.0108  -1.7121
C  -3.2504  0.4893  -1.7901
C  -3.4800  1.8554  -1.8200
C  -2.4151  2.7362  -1.7800
C  -1.1163  2.2560  -1.7003
Cl  0.1772  3.3995  -1.6891
H  -2.5812  3.8015  -1.8095
H  -4.4875  2.2379  -1.8754
H  -4.0772  -0.2029  -1.8196
H  -1.7788  -1.0511  -1.6567
O  4.7972  -2.2139  -1.0963
H  4.1327  -2.5697  -1.7461
H  5.9874  -0.7523  0.6652
H  5.0422  1.2560  1.7315
H  3.4791  3.0247  1.5360
H  -0.5583  2.3833  1.3430
H  1.3024  0.1035  2.1965
H  -2.2974  1.1631  1.9060
H  -4.1249  -0.3773  1.4032
H  -3.7307  -3.6487  -0.0438
H  -4.1448  -3.6923  1.6648
H  -4.9001  -2.4926  0.6148


# 2
ORCA calculation (wB97M-V/def2-TZVPD) on a single C20H19N5O3S2 molecule.

The calculation puts the electronic energy at -56313.202 eV. Its HOMO energy is -8.00 eV. Its total charge is 0. Its frontier orbital gap is 8.4 eV.

Cartesian coordinates (Å):
C  -0.3816  -3.2272  0.3305
H  -1.1485  -3.9996  0.3513
O  0.7267  -3.8055  -0.3107
C  1.8443  -3.0454  -0.4891
C  1.9816  -1.7343  -0.0606
C  3.1675  -1.0404  -0.3057
C  4.2177  -1.6565  -0.9718
C  4.0708  -2.9693  -1.3895
C  2.9032  -3.6644  -1.1569
H  2.7798  -4.6850  -1.4809
H  4.8851  -3.4537  -1.9065
H  5.1276  -1.1141  -1.1614
N  3.2195  0.2805  0.1516
C  4.1382  1.2302  -0.1268
O  5.1520  1.0919  -0.7735
C  3.7690  2.5856  0.4830
H  4.6308  3.2492  0.4213
H  3.4199  2.4938  1.5101
S  2.4583  3.4309  -0.4628
C  1.0471  2.7087  0.2389
N  1.0209  1.7343  1.1184
N  -0.2627  1.4961  1.4242
C  -1.0047  2.3192  0.7394
N  -0.2199  3.1175  -0.0507
C  -0.6122  4.1493  -0.9705
H  -0.7745  5.0894  -0.4391
H  -1.5284  3.8594  -1.4871
H  0.1851  4.2893  -1.6988
C  -2.4921  2.3634  0.7828
N  -3.0741  1.3284  -0.0505
C  -3.4823  1.6262  -1.3156
O  -3.3724  2.7005  -1.8528
S  -4.2131  0.1824  -2.0593
C  -3.8895  -0.7601  -0.6166
C  -4.1855  -2.0910  -0.3868
C  -3.8302  -2.6398  0.8330
C  -3.1750  -1.8771  1.7909
C  -2.8737  -0.5456  1.5639
C  -3.2518  0.0179  0.3548
H  -2.3356  0.0345  2.2954
H  -2.8928  -2.3275  2.7294
H  -4.0603  -3.6738  1.0366
H  -4.6816  -2.6756  -1.1441
H  -2.8524  3.3264  0.4119
H  -2.8296  2.2118  1.8105
H  2.4030  0.5808  0.6922
H  1.1850  -1.2268  0.4625
H  -0.7631  -2.3604  -0.2197
H  -0.1453  -2.9247  1.3556


# 3
ORCA calculation (wB97M-V/def2-TZVPD) on 2 unconnected molecules or ions with the total composition C24H32F3O3.

The calculation puts the electronic energy at -39703.925 eV. Its HOMO energy is -3.98 eV. Its total charge is -1. Its frontier orbital gap is 5.1 eV.

Cartesian coordinates (Å):
C  -3.7462  0.2362  -0.2747
C  -2.9896  0.5870  1.0080
C  -2.7703  2.1043  1.0396
C  -3.8458  0.1927  2.2138
C  -1.6526  -0.1741  1.0622
C  -0.4894  0.4973  1.2595
C  0.7871  -0.1477  1.2626
C  1.8765  0.6827  1.5299
C  3.2242  0.1909  1.3333
F  4.2045  1.1495  1.3321
F  3.5970  -0.7374  2.3019
F  3.3446  -0.4681  0.1162
C  0.8232  -1.5708  1.0518
C  -0.3134  -2.3288  0.9704
C  -0.2891  -3.8768  0.9143
C  -1.0189  -4.4607  2.1362
C  1.1330  -4.4372  0.9127
C  -0.9941  -4.3863  -0.3527
C  -1.6249  -1.6455  0.9658
O  -2.6942  -2.2979  0.9065
H  -3.9570  -0.8352  -0.2984
H  -4.6903  0.7923  -0.3134
H  -3.1447  0.4992  -1.1510
H  -2.2824  2.4183  1.9715
H  -2.1564  2.4297  0.1886
H  -3.7392  2.6175  0.9765
H  -3.3148  0.4351  3.1410
H  -4.7960  0.7403  2.1944
H  -4.0423  -0.8823  2.1845
H  -0.4550  1.5693  1.4237
H  1.6525  1.6117  2.0280
H  1.7971  -2.0518  0.9898
H  -2.0593  -4.1244  2.1385
H  -0.9930  -5.5589  2.0964
H  -0.5262  -4.1253  3.0571
H  1.7066  -4.0787  0.0498
H  1.6644  -4.1789  1.8369
H  1.0878  -5.5337  0.8513
H  -0.4904  -3.9973  -1.2453
H  -0.9653  -5.4853  -0.3782
H  -2.0367  -4.0563  -0.3516
C  2.9035  7.0839  4.8978
C  3.0236  5.7574  4.1437
C  4.0827  4.8810  4.8238
C  1.6864  4.9904  4.1052
C  1.6866  3.7680  3.1491
O  0.7679  2.9313  3.2267
C  2.7470  3.6683  2.2000
C  3.5203  4.8202  1.7819
O  4.2189  4.8231  0.7638
C  3.4327  6.0640  2.6897
H  2.1435  7.7361  4.4450
H  2.6433  6.9094  5.9490
H  3.8717  7.6041  4.8598
H  4.1693  3.8995  4.3453
H  5.0547  5.3905  4.7794
H  3.7967  4.7395  5.8745
H  1.4120  4.6553  5.1186
H  0.8938  5.6751  3.7608
H  2.9384  2.7634  1.6488
H  2.6717  6.7340  2.2554
H  4.3989  6.5901  2.6685


# 4
ORCA calculation (wB97M-V/def2-TZVPD) on a molecular structure, C27H26Co2NO8.

The calculation puts the electronic energy at -121540.695 eV. Its HOMO energy is -1.38 eV. Its total charge is -1. Its frontier orbital gap is 2.7 eV.

Cartesian coordinates (Å):
C  2.5086  1.6718  2.6967
O  1.6635  1.8972  1.5607
C  2.3892  2.2651  0.4872
O  3.6059  2.3145  0.5148
C  1.6004  2.5739  -0.7652
C  1.8769  4.0037  -1.2182
C  3.0779  3.8857  -2.1426
C  3.0401  2.4586  -2.6958
N  2.1676  1.7060  -1.8013
C  1.9751  0.4138  -1.9624
C  1.2049  -0.4167  -0.9079
C  1.2526  -1.9410  -1.1220
C  2.4217  -2.4403  -1.9651
C  2.4101  -1.7034  -3.3047
C  2.6460  -0.2028  -3.1284
H  1.8405  1.3343  3.4861
H  3.2567  0.9103  2.4541
H  3.0125  2.6020  2.9700
H  0.5354  2.4317  -0.5817
H  1.0009  4.3543  -1.7691
H  2.0418  4.6758  -0.3720
H  3.0570  4.6136  -2.9581
H  4.0033  4.0244  -1.5756
H  2.6529  2.4632  -3.7235
H  4.0539  2.0401  -2.7402
H  1.7238  -0.2147  0.0507
H  1.2241  -2.4406  -0.1390
H  0.3313  -2.2564  -1.6373
H  3.3644  -2.2807  -1.4286
H  2.2971  -3.5174  -2.1360
H  3.1686  -2.1149  -3.9803
H  1.4380  -1.8469  -3.7891
H  2.3382  0.2974  -4.0638
H  3.7362  -0.0291  -3.0492
O  -1.9561  -1.2527  4.4724
C  -1.8906  -1.9178  3.5324
Co  -1.8134  -3.0799  2.2138
C  -0.6259  -4.0067  3.0506
O  0.1560  -4.6194  3.6385
C  -3.4576  -3.6367  2.3930
O  -4.5149  -4.0531  2.6086
C  -2.1449  -0.7604  0.7722
C  -2.9194  0.1670  1.5557
C  -4.1171  -0.2606  2.1617
C  -4.9601  0.6455  2.7994
C  -4.5944  1.9933  2.8840
C  -3.3879  2.4311  2.3215
C  -2.5454  1.5262  1.6712
C  -1.2039  -0.8002  -0.1652
C  -0.1872  0.0843  -0.7942
Co  -2.1589  -2.3206  -0.1559
C  -3.8754  -2.5687  -0.2118
O  -5.0144  -2.7310  -0.3442
C  -1.5484  -4.0240  0.5892
O  -1.2625  -5.0998  0.2077
C  -2.0031  -2.6913  -1.8405
O  -1.9287  -2.9262  -2.9761
H  -4.3859  -1.3178  2.1115
H  -5.8996  0.2881  3.2221
H  -5.2542  2.7033  3.3811
H  -3.0942  3.4788  2.3738
H  -1.5899  1.8538  1.2600
H  -0.5749  0.3543  -1.7982
H  -0.1638  1.0086  -0.1976


no.,E_LUMO (Ha)
1,-0.0134
2,0.0160
3,0.0418
4,0.0477